# 1
ORCA calculation (ωB97M-V/def2-TZVPD) on 2 unconnected molecules or ions with the total composition C5H9OP at a distorted geometry.

frontier orbital gap (spin up / spin down) = 7.92 / 8.30 eV
E = -16662.146 eV
energy above the lowest of the compared OMol25 structures with the same formula, charge and spin = 457.7 kJ/mol
highest occupied orbital energy (spin up / spin down) = -8.5270 / -8.8974 eV

The geometry in XYZ format:
```
16
Properties=species:S:1:pos:R:3:forces:R:3
C 3.37026 1.95102 0.42859 -0.22 0.58 0.14
C 2.42366 1.97145 -0.31225 -0.55 -1.16 -0.46
C -1.74080 -1.90205 0.23843 -0.93 0.60 -1.57
C 1.32704 1.49465 -1.05422 -1.21 1.78 1.23
C 0.02088 0.43765 0.79202 2.44 -1.41 -2.58
O 1.06812 -1.65201 -0.48523 1.26 -1.23 0.06
P -0.21952 -1.00498 -0.27139 -1.60 0.70 1.71
H 3.99738 2.06642 1.25265 0.89 0.09 0.51
H -1.86004 -2.35741 1.18123 0.38 0.06 1.61
H -2.59884 -1.11016 0.10264 1.46 -1.72 -0.01
H -1.83370 -2.81526 -0.40907 -0.20 1.19 -0.13
H 0.69128 2.20993 -1.59255 0.17 -0.47 0.34
H 1.35000 0.50042 -1.35976 0.43 -1.34 -0.84
H -0.63250 1.14116 1.16393 -1.42 1.29 0.72
H 1.02787 0.32955 1.18894 -0.33 0.23 0.41
H -0.74270 -0.60677 -1.45533 -0.56 0.80 -1.13
```
Positions in Å, forces in eV/Å.


# 2
ORCA calculation (ωB97M-V/def2-TZVPD) on C5H9P in the gas phase at a distorted geometry.

frontier orbital gap (spin up / spin down) = 7.48 / 8.22 eV
E = -14614.686 eV
energy above the lowest of the compared OMol25 structures with the same formula, charge and spin = 350.6 kJ/mol
highest occupied orbital energy (spin up / spin down) = -7.4962 / -8.4507 eV

The geometry in XYZ format:
```
15
Properties=species:S:1:pos:R:3:forces:R:3
C -0.32465 -1.47296 -1.51547 -0.47 -0.10 -0.98
C 0.41985 -0.68684 -0.82264 0.71 0.30 1.56
C -2.02063 1.09323 1.33655 -0.40 -0.17 0.12
C 0.24967 -0.66189 0.71236 -0.14 -0.04 -0.32
C 1.62384 0.05958 -1.31198 -0.14 0.05 -0.27
P -0.32015 0.92561 1.49273 0.75 -0.10 0.24
H -1.22347 -2.02821 -1.39092 -0.37 -0.39 0.09
H -2.42004 2.06851 1.11774 -0.13 0.13 -0.09
H -2.64577 0.43558 1.92256 -0.19 -0.10 -0.11
H -0.46657 -1.42293 1.03867 0.12 0.07 -0.04
H 1.22293 -0.91336 1.14732 -0.12 0.04 0.08
H 2.52778 -0.38620 -0.89848 0.09 0.00 0.05
H 1.58312 1.10058 -0.99228 0.05 0.05 -0.02
H 1.67975 0.02337 -2.39556 0.07 0.06 -0.07
H 0.11434 1.86591 0.55940 0.17 0.21 -0.24
```
Positions in Å, forces in eV/Å.


# 3
ORCA calculation (ωB97M-V/def2-TZVPD) on C5H9P in the gas phase at a distorted geometry.

frontier orbital gap = 9.58 eV
E = -14616.467 eV
SMILES = C=C1[C@@H](C)P1C
energy above the lowest of the compared OMol25 structures with the same formula, charge and spin = 178.7 kJ/mol
highest occupied orbital energy = -8.4922 eV

The geometry in XYZ format:
```
15
Properties=species:S:1:pos:R:3:forces:R:3
C 0.10376 0.95976 0.50351 0.34 -2.77 -1.41
C 0.36323 2.23620 0.72395 0.65 1.45 0.44
C 0.60573 -0.50869 -0.29712 0.38 2.21 2.90
C 1.81383 -1.35055 0.20908 -0.56 0.00 0.52
C -2.27105 -0.43279 -0.63407 0.96 2.77 -0.24
P -0.93299 -0.50047 0.72971 -0.18 -0.12 -0.85
H -0.35187 2.86923 1.39793 1.41 -1.13 -1.47
H 1.33314 2.74726 0.31969 -1.95 -0.94 0.87
H 0.57016 -0.36251 -1.33068 -0.46 0.23 -1.51
H 1.30353 -2.14478 0.80888 1.03 0.37 -0.21
H 2.45278 -0.71636 0.87308 -0.35 -0.79 -0.54
H 2.44565 -1.85994 -0.57908 -0.85 0.87 0.68
H -3.25666 -0.78657 -0.29769 0.52 -0.02 -0.31
H -1.86299 -0.86660 -1.57572 -0.61 -0.10 0.84
H -2.31625 0.71681 -0.85147 -0.36 -2.03 0.27
```
Positions in Å, forces in eV/Å.


# 4
ORCA calculation (ωB97M-V/def2-TZVPD) on C5H9PSi in the gas phase at a distorted geometry.

frontier orbital gap = 8.84 eV
E = -22494.665 eV
SMILES = P[SiH2]C1=CC=CC1
energy above the lowest of the compared OMol25 structures with the same formula, charge and spin = 24.9 kJ/mol
highest occupied orbital energy = -8.3148 eV

The geometry in XYZ format:
```
16
Properties=species:S:1:pos:R:3:forces:R:3
C 0.67926 -1.34892 1.66410 1.82 -0.20 -0.56
C 1.01801 -0.29699 0.69754 -0.90 0.58 0.37
C -0.62804 -1.37439 1.78213 -1.13 -1.24 -0.43
C -0.11492 0.35057 0.30289 1.78 0.50 0.71
C -1.28303 -0.31974 0.96881 1.61 0.22 -0.24
Si -0.07387 1.72252 -0.95356 -1.10 -0.70 -2.13
P 0.24335 0.51807 -3.23461 -1.64 -1.03 2.32
H 1.34879 -2.09379 2.12151 -0.21 0.71 -0.23
H 1.98938 0.02336 0.40319 0.74 -0.16 -0.22
H -1.09595 -2.16261 2.32818 -0.72 -0.06 0.40
H -1.85724 -0.51416 0.09218 -1.43 -1.05 -0.06
H -1.76869 0.26749 1.70338 -1.04 1.22 0.28
H -1.46974 2.40419 -0.99935 1.10 -0.44 0.05
H 0.99537 2.78204 -1.00176 -0.29 -0.50 0.42
H 1.53540 0.93004 -3.25292 1.48 0.14 0.03
H 0.48191 -0.88766 -2.62169 -0.09 2.02 -0.69
```
Positions in Å, forces in eV/Å.